Record 1
{
  "formula": "C7H31NO9",
  "method": "the ωB97M-V functional and the def2-TZVPD basis",
  "symbols": ["C", "C", "C", "C", "C", "N", "C", "C", "H", "H", "H", "H", "H", "H", "H", "H", "H", "H", "H", "H", "H", "O", "H", "H", "O", "H", "H", "O", "H", "H", "O", "H", "H", "O", "H", "H", "O", "H", "H", "O", "H", "H", "O", "H", "H", "O", "H", "H"],
  "positions_angstrom": [[-0.0119, 1.0928, 2.3464], [-0.6604, 0.9892, 1.1673], [-0.5983, 1.9479, 0.0858], [-1.0150, 1.2448, -1.0947], [-0.1573, 0.6625, -1.9974], [-0.5601, -0.1582, -3.0387], [-2.5771, 1.3398, -1.3707], [-3.5514, 0.4136, -0.7934], [0.0945, 0.2871, 2.8438], [0.4811, 1.8002, 2.8824], [-1.2027, 0.0452, 0.9701], [0.5056, 2.3786, -0.0969], [-1.3240, 2.6909, 0.4548], [0.9958, 0.9724, -2.1320], [-1.0090, -1.0549, -2.9359], [0.2174, -0.1864, -3.6464], [-2.8591, 2.3650, -0.9035], [-2.7247, 1.3360, -2.5794], [-3.4893, -0.5357, -1.0913], [-4.6365, 0.6593, -0.8718], [-3.3005, 0.5027, 0.2849], [2.1872, 3.5187, 2.2150], [2.0314, 2.6559, 2.2798], [2.5296, 3.7071, 1.4037], [2.2972, 0.9235, 1.3930], [2.0516, 0.8029, 0.5363], [2.3488, 0.1454, 1.7494], [0.0605, -4.0254, 3.3191], [-0.7070, -3.4442, 3.4428], [0.6463, -3.4128, 3.0003], [3.0332, -1.6852, 0.0381], [2.6796, -2.5449, -0.2719], [3.7042, -1.9772, 0.6662], [3.0177, -0.2971, -3.5545], [2.8111, -1.1096, -3.0535], [3.6530, -0.6400, -4.3362], [-0.1865, -3.4167, -0.8603], [-0.9326, -2.9819, -0.8969], [-0.0218, -4.2729, -0.8118], [-0.3461, 4.5444, -1.4857], [-0.8660, 3.7993, -1.7854], [0.1734, 4.2453, -0.8123], [2.2854, -1.1380, 3.7066], [1.5072, -1.5847, 3.4853], [2.1780, -0.6377, 4.4327], [-2.6899, -3.1455, -0.8950], [-2.8828, -3.9676, -1.1225], [-3.1798, -2.8540, -0.2657]],
  "atomic_forces_ev_per_a": [[-2.974, 2.054, -4.544], [1.368, -1.268, 3.168], [1.931, 1.944, 0.390], [-1.451, -0.949, -3.686], [0.587, 1.602, 1.189], [-0.010, 0.509, -0.314], [1.129, 2.365, -3.267], [-1.285, 2.421, 3.413], [-0.143, -6.000, 3.655], [1.187, 2.915, 0.283], [0.617, 0.466, 0.089], [-2.286, -0.725, 0.868], [0.506, 0.683, -0.951], [-2.575, -0.665, 1.001], [-0.030, 0.225, 0.508], [0.460, -0.674, -1.140], [0.500, -1.300, -1.304], [0.494, 0.374, 2.722], [0.651, -3.909, -1.219], [0.862, 0.441, -0.239], [-0.669, -0.734, -0.144], [-0.643, 5.440, 3.341], [-0.640, -5.603, -0.078], [1.504, 0.525, -3.332], [1.524, 7.377, 0.208], [-1.062, -0.584, -3.810], [0.582, -7.139, 3.359], [-2.749, -1.385, 1.269], [-0.146, -0.640, 0.145], [2.850, 1.921, -1.500], [-0.189, -1.107, -0.148], [-0.082, 0.794, 0.098], [0.133, 0.312, 0.060], [1.937, -1.660, -2.491], [0.234, 0.495, -0.243], [-2.270, 1.188, 2.802], [7.622, 3.415, -0.168], [-6.404, 1.994, -0.139], [-0.246, -5.607, 0.342], [-2.050, 1.764, -2.919], [-0.041, -0.295, -0.052], [2.070, -1.278, 2.819], [2.753, -1.806, -3.897], [-1.821, -0.732, -0.109], [-0.870, 2.618, 3.976], [5.755, 3.078, -4.934], [-1.498, -5.593, -1.389], [-5.121, 2.735, 6.307]],
  "homo_ev": -7.8751,
  "de_lowest_ev": 9.1269,
  "homo_lumo_gap_ev": 7.81,
  "e_tot_ev": -27672.2183,
  "smiles": "C=CC/C(=C/N)CC.O.O.O.O.O.O.O.O.O",
  "total_charge": 0
}



Record 2
{
  "formula": "C2H3N3S",
  "method": "the ωB97M-V functional and the def2-TZVPD basis",
  "symbols": ["C", "C", "N", "N", "N", "S", "H", "H", "H"],
  "positions_angstrom": [[-0.9375, -0.3950, -0.3246], [-1.7043, 0.8159, -0.7765], [-0.8310, 1.5747, 0.0809], [-0.0240, 0.5232, 0.3437], [1.2143, 0.2503, 0.6689], [-2.6126, -0.3159, 0.3657], [-0.5966, -1.3112, -0.7261], [-0.8421, 2.4795, 0.4839], [1.3069, -1.4551, 0.6649]],
  "atomic_forces_ev_per_a": [[-1.583, 0.960, 0.481], [-1.057, -0.199, -1.235], [1.736, -0.984, -0.240], [2.048, -2.488, 1.367], [-1.997, -1.836, -0.376], [0.456, -0.034, 0.233], [0.571, -0.448, -0.556], [0.328, 0.603, 0.509], [-0.504, 4.427, -0.183]],
  "homo_ev": [-7.9864, -8.0274],
  "de_lowest_ev": 9.3673,
  "homo_lumo_gap_ev": [6.59, 6.60],
  "e_tot_ev": -17418.4293,
  "total_charge": 0
}